#i
Density functional theory data (the ωB97M-V functional and the def2-TZVPD basis) for one molecule with the formula C3H2F2S2.

Geometry as XYZ:
```
9
Properties=species:S:1:pos:R:3:lowdin_charge:R:1
C -0.86593 0.00485 -0.01365 -0.2726
C -1.53643 -0.60549 0.95420 0.0495
C 0.46659 0.66227 -0.10354 -0.4966
F -1.45272 -0.15790 -1.40059 -0.0688
F -2.63058 -1.27439 0.72723 0.0989
S 3.02386 -0.93076 0.52519 0.1289
S 1.86051 -0.26737 -0.87917 0.3521
H 0.15325 1.57806 -0.70804 0.1076
H 0.98145 0.99073 0.89838 0.1011
```

Properties
HOMO-LUMO gap (spin up / spin down)	7.54 / 6.87	eV
HOMO energy (spin up / spin down)	-0.3469 / -0.3294	Ha
charge	0

---

#ii
Density functional theory data (the ωB97M-V functional and the def2-TZVPD basis) for a 2-piece molecular cluster, C3H2F2S2 overall.

Geometry as XYZ:
```
9
Properties=species:S:1:pos:R:3:lowdin_charge:R:1
C 1.69457 -0.40749 1.40962 0.1055
C 2.08052 -0.47607 0.27371 -0.2683
C -1.63505 1.02219 -0.48945 -0.5618
F 2.33004 -0.74406 -0.93920 0.1255
F -0.35250 1.18086 -0.32238 -0.0072
S -1.11583 -1.94064 -1.33394 0.0827
S -2.25796 -0.42245 -0.89518 0.4410
H 1.43818 -0.04125 2.32960 0.0034
H -2.18198 1.82890 -0.03279 0.0792
```

Properties
HOMO-LUMO gap (spin up / spin down)	8.13 / 8.14	eV
HOMO energy (spin up / spin down)	-0.3265 / -0.3266	Ha
charge	0

---

Out of the structures above, which one is the most stable? Solution: #i.